(1)
This record from OMol25 describes a 3-piece molecular cluster, CH8O2 overall at a distorted geometry. The level of theory is ωB97M-V/def2-TZVPD.

Last column: Mulliken charge in e.
Positions of all 11 atoms, in Å:
C -3.569 -0.528 -0.916  -1.011
H -4.277 0.073 -0.550  0.273
H -2.887 -1.100 -0.270  0.233
H -2.796 0.112 -1.286  0.278
H -3.846 -1.091 -1.870  0.227
O 2.197 -0.917 0.124  -0.724
H 1.704 -1.515 0.703  0.349
H 1.684 -0.913 -0.698  0.346
O 1.358 1.575 0.806  -0.652
H 1.967 1.647 1.543  0.302
H 1.431 0.690 0.491  0.379

Cartesian forces (eV/Å) of the 6 atoms listed first:
C 3.805 -2.859 -3.251
H -2.886 1.692 1.844
H -1.282 -0.362 0.367
H 0.407 1.101 -0.617
H -0.042 0.430 1.659
O -0.407 -0.386 -0.183

Calculated values
HOMO = -0.4025 Eh
2S+1 = 1
ΔE to the lowest compared entry with this formula, charge and spin = 0.638 eV
Structure (SMILES) = C.O.O
Maximum force = 0.1121 hartree/bohr
E_LUMO = 0.4 eV



(2)
This record from OMol25 describes an isolated ion of composition C5H10N and charge +1 at a distorted geometry. The level of theory is ωB97M-V/def2-TZVPD.

Last column: Mulliken charge in e.
Positions of all 16 atoms, in Å:
C 1.643 1.723 0.266  -0.520
C -0.798 0.790 0.118  -0.199
C 1.461 0.340 0.645  -0.320
C -1.684 0.920 -0.980  -0.738
C -0.074 -1.614 0.629  -0.747
N 0.293 -0.299 -0.063  0.020
H 2.520 2.218 0.707  0.268
H 2.426 -0.264 0.602  0.441
H 1.176 0.121 1.735  0.398
H -2.629 0.710 -0.378  0.331
H -1.565 0.321 -1.938  0.280
H -1.887 1.911 -1.245  0.384
H 0.813 -1.838 1.380  0.314
H -1.014 -1.414 1.202  0.340
H -0.211 -2.366 -0.193  0.321
H 0.489 -0.578 -1.033  0.428

Cartesian forces (eV/Å) of the 6 atoms listed first:
C -0.542 -0.309 -0.387
C 1.305 -0.301 0.557
C 1.081 -0.882 1.797
C -0.530 -2.447 -0.913
C 0.628 0.064 0.880
N -0.315 -0.170 -0.073

Calculated values
Net charge = +1
HOMO (alpha / beta) = -0.4940 / -0.4963 Eh
2S+1 = 1
ΔE to the lowest compared entry with this formula, charge and spin = 8.082 eV
Maximum force = 0.0526 hartree/bohr
E_LUMO (alpha / beta) = -5.4 / -5.6 eV



(3)
This record from OMol25 describes a 2-piece molecular cluster, C24H31F2OSi overall at a distorted geometry. The level of theory is ωB97M-V/def2-TZVPD.

Last column: Mulliken charge in e.
Positions of all 59 atoms, in Å:
C -2.102 1.829 -2.296  -1.706
C -0.948 2.379 -1.478  2.323
C -0.470 3.694 -2.073  -1.705
C -1.473 2.648 -0.076  -1.744
C 0.199 1.333 -1.450  0.159
C 0.085 0.083 -0.805  -0.719
O 1.339 1.761 -2.000  -0.500
Si 2.920 1.993 -1.386  0.235
C 3.997 1.190 -2.656  -1.024
C 3.159 3.833 -1.265  -1.043
C 3.067 1.185 0.284  -0.936
H -2.456 0.870 -1.905  0.233
H -2.935 2.546 -2.255  0.446
H -1.803 1.696 -3.341  0.434
H 0.304 4.169 -1.460  0.216
H -0.092 3.565 -3.092  0.342
H -1.319 4.375 -2.114  0.491
H -0.679 2.978 0.607  0.315
H -2.210 3.459 -0.141  0.512
H -1.984 1.783 0.360  0.422
H 1.017 -0.517 -0.822  0.247
H -0.481 0.207 0.146  0.345
H 5.013 1.190 -2.244  0.341
H 3.703 0.153 -2.853  0.310
H 4.005 1.733 -3.609  0.316
H 4.138 4.002 -0.798  0.360
H 3.161 4.324 -2.247  0.327
H 2.402 4.321 -0.638  0.322
H 4.116 1.290 0.593  0.426
H 2.433 1.695 1.022  0.307
H 2.809 0.119 0.264  0.290
F 2.230 -5.676 0.351  -0.304
C 1.484 -4.911 -0.521  0.249
C 1.368 -5.309 -1.845  -0.616
C 0.570 -4.525 -2.693  -0.534
C -0.064 -3.373 -2.222  -0.585
C 0.076 -2.977 -0.868  1.031
C -0.689 -1.829 -0.346  0.004
C -1.016 -1.842 1.084  -0.497
C -2.072 -1.130 1.609  -0.060
C -2.344 -0.971 3.029  0.779
C -1.588 -1.643 4.033  -0.727
C -1.900 -1.422 5.370  0.357
F -1.139 -2.054 6.320  -0.300
C -2.929 -0.590 5.797  -0.616
C -3.671 0.067 4.811  -0.483
C -3.406 -0.131 3.461  -0.615
C 0.858 -3.780 -0.008  -0.501
H 1.866 -6.207 -2.194  0.455
H 0.437 -4.819 -3.738  0.393
H -0.771 -2.840 -2.873  0.376
H -1.468 -1.497 -1.044  0.476
H -0.429 -2.457 1.787  -0.260
H -2.846 -0.739 0.923  0.539
H -0.744 -2.279 3.769  0.428
H -3.137 -0.465 6.858  0.444
H -4.476 0.729 5.106  0.397
H -3.989 0.391 2.698  0.349
H 0.879 -3.607 1.074  0.478

Cartesian forces (eV/Å) of the 6 atoms listed first:
C -0.282 -0.116 -0.478
C 0.608 -0.563 0.094
C 0.129 0.199 -0.197
C -0.021 0.230 0.657
C 0.321 0.421 -0.032
C 1.351 0.861 0.871

Calculated values
Net charge = +1
HOMO = -0.4285 Eh
2S+1 = 1
ΔE to the lowest compared entry with this formula, charge and spin = 0.745 eV
Maximum force = 0.0562 hartree/bohr
E_LUMO = -5.2 eV



(4)
This record from OMol25 describes a single C3H4S2 molecule at a distorted geometry. The level of theory is ωB97M-V/def2-TZVPD.

Last column: Mulliken charge in e.
Positions of all 9 atoms, in Å:
C 1.360 -0.095 0.901  -0.696
C -1.163 0.445 -0.838  -0.551
C -0.288 -0.646 -0.256  0.341
S 1.245 -1.401 -0.329  -0.102
S -1.919 -0.700 0.385  -0.119
H 1.857 0.755 0.623  0.345
H 1.123 -0.192 2.038  0.268
H -0.786 1.471 -0.639  0.248
H -1.428 0.364 -1.887  0.264

Cartesian forces (eV/Å) of the 6 atoms listed first:
C -3.515 -2.981 0.894
C 2.075 -0.216 -0.047
C 1.057 2.307 1.436
S 0.021 0.033 0.812
S 0.398 0.329 -0.344
H 0.919 2.061 -0.928

Calculated values
HOMO = -0.2980 Eh
2S+1 = 1
ΔE to the lowest compared entry with this formula, charge and spin = 3.376 eV
Maximum force = 0.0913 hartree/bohr
E_LUMO = 0.6 eV



(5)
This record from OMol25 describes a single C6H13NO molecule at a distorted geometry. The level of theory is ωB97M-V/def2-TZVPD.

Last column: Mulliken charge in e.
Positions of all 21 atoms, in Å:
C 0.160 0.597 1.668  -0.951
C 0.021 -0.071 0.546  0.450
C -1.032 -0.825 -0.103  0.252
C -1.839 -0.037 -1.122  -1.314
N -2.091 -1.301 1.071  -0.785
C 1.296 -0.115 -0.630  -0.089
C 1.943 1.253 -0.776  -1.315
O 2.202 -1.111 -0.225  -0.561
H 1.051 1.166 1.886  0.240
H -0.601 0.578 2.433  0.306
H -0.670 -1.778 -0.496  0.370
H -1.267 0.119 -2.035  0.376
H -2.129 0.931 -0.718  0.286
H -2.742 -0.595 -1.357  0.419
H -1.601 -1.797 1.811  0.275
H -2.547 -0.492 1.485  0.249
H 0.932 -0.456 -1.602  0.440
H 1.205 1.984 -1.102  0.312
H 2.378 1.589 0.164  0.280
H 2.742 1.212 -1.518  0.367
H 2.588 -0.851 0.620  0.391

Cartesian forces (eV/Å) of the 6 atoms listed first:
C -0.228 -0.162 0.270
C 3.649 0.409 -3.903
C -3.683 -1.435 3.741
C 0.143 -0.227 0.113
N 0.957 0.312 -2.244
C -1.187 0.880 2.387

Calculated values
HOMO = -0.3261 Eh
2S+1 = 1
ΔE to the lowest compared entry with this formula, charge and spin = 2.448 eV
Structure (SMILES) = C=C([C@H](C)N)[C@@H](C)O
Maximum force = 0.1058 hartree/bohr
E_LUMO = 0.9 eV



(6)
This record from OMol25 describes C39H33N10O4STi as an isolated structure at a distorted geometry. The level of theory is ωB97M-V/def2-TZVPD.

Last column: Mulliken charge in e.
Positions of all 88 atoms, in Å:
Ti 0.159 -0.141 -0.345  -1.328
O -1.056 -1.207 0.392  0.431
C -0.972 -2.382 0.965  0.870
C -2.038 -3.280 0.899  -0.640
C -1.988 -4.501 1.552  -0.831
C -0.870 -4.840 2.310  -0.713
C 0.209 -3.991 2.370  -1.030
C 0.222 -2.757 1.677  0.777
C 1.392 -1.977 1.600  -0.863
N 1.562 -0.918 0.810  1.076
C 2.904 -0.385 0.758  -1.046
C 3.055 0.769 1.771  -1.000
N 1.944 1.632 1.538  0.299
C 1.469 2.420 2.409  -0.679
C 0.206 3.071 2.166  0.358
C -0.189 4.218 2.856  -0.770
C -1.441 4.768 2.682  -0.667
C -2.348 4.138 1.832  -0.912
C -1.996 3.003 1.145  -0.367
C -0.702 2.434 1.256  0.459
O -0.408 1.371 0.600  -0.293
H -2.886 -3.006 0.286  0.325
H -2.821 -5.184 1.467  0.468
H -0.842 -5.787 2.832  0.377
H 1.086 -4.276 2.936  0.396
H 2.261 -2.354 2.154  0.150
H 3.075 0.012 -0.250  0.245
H 3.655 -1.163 0.972  0.491
H 4.006 1.290 1.594  0.376
H 3.066 0.371 2.801  0.477
H 1.949 2.592 3.391  0.231
H 0.515 4.690 3.532  0.376
H -1.724 5.671 3.205  0.371
H -3.343 4.547 1.712  0.453
H -2.699 2.505 0.490  0.351
O -3.688 -2.059 -2.023  -0.732
S -2.931 -2.282 -3.236  1.203
O -3.567 -1.772 -4.439  -0.778
N -1.407 -1.862 -2.956  0.512
C -0.606 -1.181 -3.739  -0.128
C -0.868 -0.798 -5.056  -0.633
C -0.202 0.159 -5.809  -1.048
C 0.736 1.119 -5.437  -1.084
C 1.202 1.465 -4.168  -0.508
C 2.095 2.514 -3.977  -1.087
C 2.536 2.855 -2.707  -1.895
C 2.109 2.117 -1.598  0.339
N 1.280 1.108 -1.654  0.922
C 0.672 0.775 -2.933  2.816
C -2.861 -4.071 -3.379  0.292
C -1.828 -4.775 -2.795  0.004
C -1.859 -6.161 -2.822  -0.865
C -2.925 -6.820 -3.416  -0.413
C -3.961 -6.101 -3.993  -0.656
C -3.922 -4.717 -3.981  -0.679
H -1.730 -1.274 -5.502  0.482
H -0.516 0.216 -6.848  0.270
H 1.121 1.728 -6.251  0.310
H 2.449 3.066 -4.840  0.432
H 3.226 3.672 -2.567  0.403
H 2.470 2.374 -0.606  0.276
H -1.019 -4.231 -2.331  0.255
H -1.061 -6.725 -2.360  0.443
H -2.957 -7.902 -3.424  0.370
H -4.806 -6.611 -4.435  0.380
H -4.697 -4.114 -4.425  0.460
N -3.337 0.258 -0.574  0.037
C -2.720 0.794 -1.635  -0.619
N -3.413 1.536 -2.504  -0.706
C -2.693 2.106 -3.461  -0.207
N -3.309 2.970 -4.305  -0.425
N -1.380 1.934 -3.648  -0.620
C -0.795 1.143 -2.770  -0.158
N -1.390 0.615 -1.714  1.766
C 0.721 -0.798 -3.065  1.799
C 1.894 -1.302 -3.866  -1.250
C 2.294 -2.574 -3.686  -1.017
C 1.759 -3.341 -2.614  -0.920
C 1.081 -2.654 -1.641  -0.152
N 0.745 -1.362 -1.728  1.304
H -4.316 0.055 -0.699  0.359
H -2.761 -0.453 -0.114  0.067
H -4.310 2.905 -4.381  0.272
H -2.787 3.193 -5.136  0.243
H 2.353 -0.656 -4.596  0.358
H 3.089 -2.995 -4.289  0.417
H 2.026 -4.379 -2.485  0.513
H 0.858 -3.146 -0.696  0.055

Cartesian forces (eV/Å) of the 6 atoms listed first:
Ti 1.164 1.391 1.160
O -1.249 -0.734 0.458
C 0.230 -1.688 1.039
C 0.095 0.112 -0.063
C -0.086 0.154 -0.091
C 0.014 -0.149 0.077

Calculated values
Net charge = -1
HOMO (alpha / beta) = -0.0984 / -0.1552 Eh
2S+1 = 3
ΔE to the lowest compared entry with this formula, charge and spin = 4.196 eV
Expectation value of S² = 2.080
Maximum force = 0.0419 hartree/bohr
E_LUMO (alpha / beta) = 2.6 / 1.5 eV



(7)
This record from OMol25 describes an isolated ion of composition C5H10NO2 and charge -1 at a distorted geometry. The level of theory is ωB97M-V/def2-TZVPD.

Last column: Mulliken charge in e.
Positions of all 18 atoms, in Å:
C -2.267 -0.438 -0.650  -0.947
C -1.343 0.429 0.180  -0.698
C 0.208 0.058 -0.127  0.128
C 0.641 0.099 -1.599  -0.032
O 0.042 -0.213 -2.593  -0.531
N 1.090 0.862 0.768  -0.608
C 2.046 -0.157 1.663  -0.302
O 2.012 -1.310 0.988  -0.859
H -1.750 -1.181 -1.298  0.314
H -2.947 -1.112 -0.039  0.305
H -2.882 0.225 -1.334  0.215
H -1.476 0.273 1.213  0.326
H -1.498 1.429 -0.080  0.338
H 0.325 -1.031 0.192  0.320
H 1.694 0.517 -1.684  0.244
H 1.528 1.607 0.173  0.283
H 3.032 0.210 1.590  0.325
H 1.545 -0.266 2.638  0.178

Cartesian forces (eV/Å) of the 6 atoms listed first:
C -1.629 -1.123 -0.778
C 2.418 -2.005 -1.859
C -1.010 0.406 1.248
C 0.739 0.799 1.407
O -0.399 -0.180 -0.367
N -0.444 0.139 -0.726

Calculated values
Net charge = -1
HOMO = -0.1099 Eh
2S+1 = 1
ΔE to the lowest compared entry with this formula, charge and spin = 3.697 eV
Structure (SMILES) = CC[C@@H](C=O)NC[O-]
Maximum force = 0.0866 hartree/bohr
E_LUMO = 3.9 eV



(8)
This record from OMol25 describes C10H18BF3MgN2NbO8 as an isolated structure at a distorted geometry. The level of theory is ωB97M-V/def2-TZVPD.

Last column: Mulliken charge in e.
Positions of all 44 atoms, in Å:
C 4.671 0.154 -0.135  -0.881
C 4.069 -0.287 1.146  0.655
O 4.617 -1.001 1.940  -0.475
O 2.799 0.263 1.415  -0.267
C 1.819 -0.637 1.691  0.651
O 1.883 -1.805 1.426  -0.538
C 0.632 0.025 2.315  -0.824
Nb -1.178 0.082 0.975  -0.216
C -1.324 2.376 1.290  -0.487
O -1.777 2.711 2.566  -0.238
N -0.689 3.103 3.415  0.255
O -1.052 3.335 4.476  -0.318
C 0.142 0.646 -0.838  -0.823
C 0.765 -0.419 -1.704  0.257
O 1.963 -0.564 -1.635  -0.527
N -0.039 -1.085 -2.659  0.311
C 0.816 -1.539 -3.773  -1.044
C -0.706 -2.278 -2.104  -1.096
B -3.032 0.074 -0.506  0.663
O -2.767 -0.198 -1.909  -0.367
O -4.285 0.340 -0.163  -0.434
C -2.702 -0.352 2.622  0.580
F -3.182 -1.584 2.391  -0.255
F -2.164 -0.374 3.835  -0.231
F -3.759 0.459 2.680  -0.235
H 4.908 -0.701 -0.738  0.296
H 4.002 0.794 -0.681  0.213
H 5.558 0.716 0.089  0.343
H 0.896 1.053 2.545  0.451
H 0.432 -0.504 3.237  0.570
H -0.852 -1.685 0.782  0.237
H -0.314 2.758 1.169  0.530
H -1.955 2.831 0.522  0.221
H -0.429 1.237 -1.571  -0.178
H 0.933 1.279 -0.463  0.910
H 0.160 -1.964 -4.510  0.394
H 1.481 -2.324 -3.463  0.366
H 1.349 -0.721 -4.219  0.362
H -1.007 -2.922 -2.903  0.405
H -0.070 -2.811 -1.414  0.386
H -1.601 -2.016 -1.572  0.135
H -2.717 0.677 -2.320  0.057
H -4.684 1.094 -0.610  0.311
Mg -1.613 1.765 -2.637  0.873

Cartesian forces (eV/Å) of the 6 atoms listed first:
C -0.578 0.651 0.011
C 1.205 -1.133 0.958
O -0.941 0.845 -0.688
O 0.145 0.000 -0.116
C -0.422 -0.878 0.025
O 0.202 0.409 0.031

Calculated values
Net charge = +1
HOMO = -0.4376 Eh
2S+1 = 1
Maximum force = 0.0835 hartree/bohr
E_LUMO = -8.1 eV